(1)
A molecular structure, C11H30Cu3O13 at a distorted geometry. Source: OMol25; level of theory: ωB97M-V/def2-TZVPD.

Computed properties:
Total charge ... +1
Orbital gap ... 0.247 hartree
Relative energy (zero: lowest compared OMol25 entry of this formula, charge and spin) ... 11.8 kJ/mol

Positions of all 57 atoms, in Å:
Cu -2.23 0.77 -2.83
Cu -1.69 4.00 -1.11
Cu -2.74 -0.70 0.41
C -0.92 0.89 -0.43
O -1.03 0.87 0.85
O -1.15 -0.23 -1.08
O -0.90 2.03 -1.07
C 0.95 -3.12 -1.53
C -0.04 -3.38 -2.64
O -1.34 -2.89 -2.30
O 1.22 -1.72 -1.36
H 1.92 -3.55 -1.78
H 0.59 -3.52 -0.57
H -0.13 -4.45 -2.83
H 0.29 -2.91 -3.57
H -1.26 -1.95 -2.14
H 0.39 -1.24 -1.22
C -1.89 2.95 3.81
C -2.61 3.60 2.64
O -1.80 3.62 1.44
O -1.84 1.54 3.71
H -2.38 3.16 4.75
H -0.87 3.36 3.85
H -2.76 4.64 2.91
H -3.56 3.10 2.39
H -1.58 2.70 1.20
H -1.50 1.31 2.84
C 2.63 1.65 0.33
C 3.06 0.60 1.33
O 3.89 1.24 2.31
O 1.61 2.48 0.89
H 2.34 1.18 -0.61
H 3.50 2.25 0.02
H 3.61 -0.21 0.84
H 2.18 0.24 1.86
H 4.12 0.56 2.96
H 0.78 2.05 0.63
C 0.44 -2.36 2.34
C 0.22 -3.32 3.47
O -0.05 -2.63 4.68
O -0.78 -1.61 2.16
H 0.77 -2.79 1.39
H 1.25 -1.67 2.60
H 1.09 -3.94 3.67
H -0.63 -3.99 3.26
H -0.47 -1.79 4.44
H -0.55 -0.74 1.80
C 0.69 0.67 -4.08
C -0.10 -0.06 -5.12
O -1.40 -0.41 -4.58
O 0.09 1.92 -3.72
H 1.68 0.90 -4.47
H 0.77 0.03 -3.19
H 0.49 -0.88 -5.52
H -0.34 0.61 -5.96
H -1.91 -0.76 -5.32
H -0.13 1.90 -2.78

Here are the natural (NBO) charges for atoms 1 to 8, given in e: 0.92, 0.97, 0.96, 0.97, -0.87, -0.99, -0.97, -0.09

(2)
A single C2H3NO2 molecule at a distorted geometry. Source: OMol25; level of theory: ωB97M-V/def2-TZVPD.

Computed properties:
Orbital gap ... 0.418 hartree
SMILES string ... [H]/N=C/OC=O
Relative energy (zero: lowest compared OMol25 entry of this formula, charge and spin) ... 155.9 kJ/mol

Positions of all 8 atoms, in Å:
H -2.22 0.00 0.67
N -1.21 -0.18 0.79
C -0.67 -0.45 -0.32
O 0.63 -0.68 -0.47
C 1.33 0.45 0.14
O 1.44 1.49 -0.42
H -1.25 -0.51 -1.23
H 1.95 -0.11 0.85

What are the natural (NBO) partial charges on each atom? They are as follows, in elementary charge units: 0.36, -0.68, 0.40, -0.56, 0.66, -0.47, 0.14, 0.15

(3)
8 unconnected molecules or ions with the total composition C34H46O23 at a distorted geometry. Source: OMol25; level of theory: ωB97M-V/def2-TZVPD.

Computed properties:
Orbital gap ... 0.327 hartree
SMILES string ... C[C@H]1COC(=O)O1.C[C@H]1COC(=O)O1.C[C@H]1COC(=O)O1.C[C@H]1COC(=O)O1.C[C@H]1COC(=O)O1.C[C@H]1COC(=O)O1.C[C@H]1COC(=O)O1.O=C1C=CC(=O)C=C1

Positions of all 103 atoms, in Å:
C 11.27 15.17 20.44
C 10.96 15.60 19.08
C 9.89 14.72 18.43
O 8.94 15.63 17.87
C 9.13 16.92 18.38
O 8.41 17.83 18.15
O 10.23 16.85 19.17
H 10.42 15.19 21.07
H 11.89 15.91 20.89
H 11.82 14.25 20.33
H 11.85 15.63 18.45
H 9.42 14.05 19.18
H 10.33 14.08 17.64
C 7.76 12.16 9.52
C 7.87 13.47 10.26
C 8.34 13.25 11.66
O 9.75 13.50 11.63
C 10.00 14.33 10.55
O 11.07 14.80 10.35
O 8.91 14.36 9.71
H 7.26 12.23 8.55
H 7.27 11.40 10.12
H 8.77 11.72 9.40
H 6.87 13.98 10.19
H 8.18 12.26 12.04
H 7.82 13.91 12.37
C 10.87 10.36 18.09
C 12.18 9.74 17.75
C 12.06 9.00 16.41
O 12.57 9.92 15.43
C 13.37 10.77 16.07
O 14.15 11.52 15.58
O 13.17 10.75 17.42
H 10.10 9.63 18.20
H 10.59 11.03 17.26
H 10.85 10.99 19.02
H 12.61 9.19 18.55
H 11.05 8.60 16.15
H 12.76 8.20 16.53
C 7.83 20.02 13.10
C 8.25 18.68 13.68
C 7.31 18.01 14.79
O 6.65 16.95 14.16
C 7.10 16.80 12.89
O 6.64 16.09 12.05
O 8.15 17.64 12.62
H 6.82 19.91 12.79
H 8.36 20.49 12.24
H 7.81 20.77 13.92
H 9.28 18.71 13.89
H 6.59 18.70 15.18
H 7.98 17.63 15.52
C 13.70 10.96 12.14
C 12.31 11.57 12.04
C 11.14 10.55 11.86
O 10.31 10.71 12.97
C 10.74 11.81 13.65
O 10.11 12.30 14.51
O 11.95 12.18 13.27
H 14.30 11.63 12.74
H 14.10 10.56 11.18
H 13.50 10.10 12.77
H 12.19 12.32 11.29
H 11.57 9.54 11.80
H 10.61 10.82 10.98
C 13.73 15.85 12.74
C 12.95 15.38 13.93
C 13.68 15.31 15.23
O 12.70 15.64 16.20
C 11.60 16.08 15.58
O 10.54 16.43 16.08
O 11.83 16.22 14.27
H 14.43 15.09 12.55
H 14.10 16.85 12.94
H 12.99 15.92 11.97
H 12.60 14.41 13.66
H 14.44 16.10 15.36
H 14.02 14.28 15.38
C 12.07 12.79 5.35
C 12.73 12.58 6.69
C 11.89 12.99 7.92
O 12.26 11.90 8.86
C 12.94 10.94 8.20
O 13.35 9.91 8.65
O 12.93 11.20 6.82
H 11.17 12.21 5.36
H 12.70 12.13 4.64
H 12.10 13.78 5.12
H 13.73 13.11 6.61
H 10.83 12.97 7.71
H 12.06 13.91 8.46
O 7.67 8.79 17.22
C 7.35 9.57 16.33
C 6.46 10.69 16.60
C 5.82 11.25 15.60
C 6.26 11.05 14.17
O 5.94 11.69 13.24
C 7.12 9.85 13.92
C 7.69 9.22 14.92
H 6.24 10.79 17.67
H 4.95 11.90 15.68
H 7.31 9.54 12.94
H 8.41 8.49 14.86

Here are the Mulliken charges for atoms 1 to 8, given in e: -1.85, 1.05, -0.03, -0.32, 0.78, -0.55, -0.46, 0.45

(4)
A molecular structure, C24H26N4O6PdS. Source: OMol25; level of theory: ωB97M-V/def2-TZVPD.

Computed properties:
Multiplicity ... 5
Orbital gap (spin up / spin down) ... 0.327 / 0.223 hartree
⟨S²⟩ ... 6.021

Positions of all 62 atoms, in Å:
Pd 0.03 -0.08 -0.37
O -2.64 -0.28 2.54
S -1.66 -0.16 1.51
O -0.60 0.86 1.74
O -2.18 0.09 0.13
O -0.84 -1.44 1.33
N 0.48 -2.26 -0.75
C 1.38 -2.43 -1.90
C 1.65 -1.07 -2.58
O 2.66 -0.91 -3.24
O 0.71 -0.21 -2.42
H 0.89 -2.55 0.14
H -0.42 -2.71 -0.83
H 0.90 -3.06 -2.65
H 2.31 -2.90 -1.60
C 1.28 4.58 -4.94
C 2.33 4.95 -3.94
C 3.39 5.79 -4.28
C 4.37 6.12 -3.36
C 4.29 5.64 -2.06
C 3.23 4.82 -1.69
C 2.27 4.47 -2.63
N 1.18 3.64 -2.28
C 1.21 2.54 -1.49
N 2.45 1.94 -1.40
C 2.87 0.95 -0.54
C 2.09 0.45 0.49
C 2.53 -0.45 1.46
C 3.78 -1.02 1.25
C 4.55 -0.61 0.16
C 4.14 0.36 -0.74
C 4.98 0.76 -1.91
N 0.15 2.04 -0.94
C -1.08 2.74 -1.12
C -1.91 2.37 -2.18
C -3.12 3.02 -2.35
C -3.50 4.01 -1.46
C -2.67 4.36 -0.41
C -1.45 3.73 -0.21
C -0.54 4.10 0.92
H 1.57 4.91 -5.94
H 0.32 5.04 -4.71
H 1.12 3.50 -4.96
H 3.46 6.17 -5.29
H 5.19 6.76 -3.65
H 5.04 5.90 -1.33
H 3.15 4.47 -0.67
H 0.25 3.95 -2.54
H 3.10 2.21 -2.12
H 1.89 -0.72 2.29
H 4.15 -1.77 1.93
H 5.53 -1.05 0.01
H 5.93 0.23 -1.91
H 5.20 1.84 -1.91
H 4.46 0.52 -2.84
H -1.59 1.58 -2.84
H -3.77 2.73 -3.16
H -4.46 4.51 -1.58
H -2.98 5.13 0.29
H -1.02 4.80 1.59
H 0.39 4.56 0.56
H -0.26 3.20 1.49

Here are the natural (NBO) charges for atoms 1 to 8, given in e: 1.31, -0.90, 2.51, -0.93, -0.96, -0.84, -0.76, -0.36

(5)
12 unconnected molecules or ions with the total composition C38H76O34S2 at a distorted geometry. Source: OMol25; level of theory: ωB97M-V/def2-TZVPD.

Computed properties:
Orbital gap ... 0.373 hartree
SMILES string ... O=S1(=O)CCCC1.O=S1(=O)CCCC1.COC(=O)OC.COC(=O)OC.COC(=O)OC.COC(=O)OC.COC(=O)OC.COC(=O)OC.COC(=O)OC.COC(=O)OC.COC(=O)OC.COC(=O)OC

Positions of all 150 atoms, in Å:
O 3.53 1.69 1.91
S 3.18 1.50 3.29
O 4.22 1.80 4.22
C 1.69 2.54 3.49
C 0.68 1.68 4.30
C 0.85 0.21 3.70
C 2.36 -0.11 3.60
H 1.32 2.76 2.48
H 2.04 3.48 4.08
H 1.01 1.69 5.34
H -0.30 2.14 4.17
H 0.43 0.15 2.73
H 0.31 -0.57 4.25
H 2.71 -0.81 2.91
H 2.83 -0.28 4.58
O -0.73 4.71 2.32
S -1.06 4.11 1.07
O -1.43 2.69 1.09
C -2.25 5.15 0.18
C -1.45 5.68 -1.01
C 0.02 5.75 -0.61
C 0.32 4.41 -0.03
H -2.42 5.98 0.87
H -3.21 4.56 -0.05
H -1.59 5.12 -1.89
H -1.82 6.69 -1.26
H 0.18 6.40 0.28
H 0.60 6.12 -1.39
H 1.24 4.47 0.62
H 0.41 3.63 -0.74
C -5.42 1.32 0.71
O -5.75 1.31 -0.67
C -5.66 2.43 -1.37
O -5.05 3.42 -1.03
O -6.23 2.23 -2.59
C -5.79 3.04 -3.66
H -6.07 1.91 1.40
H -4.43 1.72 0.87
H -5.50 0.24 0.96
H -5.85 2.42 -4.53
H -4.75 3.33 -3.53
H -6.38 3.97 -3.79
C 4.52 -3.92 -0.74
O 4.24 -2.52 -0.68
C 3.28 -2.22 0.20
O 2.63 -3.02 0.85
O 3.27 -0.92 0.42
C 4.28 -0.17 -0.31
H 4.78 -4.23 -1.77
H 3.64 -4.57 -0.45
H 5.38 -4.17 -0.09
H 5.28 -0.35 0.16
H 4.11 0.88 -0.11
H 4.28 -0.35 -1.33
C 5.93 -2.60 -4.63
O 4.50 -2.43 -4.59
C 3.82 -3.55 -4.54
O 4.30 -4.67 -4.29
O 2.53 -3.28 -4.86
C 1.63 -4.38 -4.86
H 6.43 -1.63 -4.67
H 6.24 -3.28 -5.39
H 6.17 -3.18 -3.76
H 1.04 -4.38 -3.91
H 2.27 -5.26 -4.81
H 1.04 -4.31 -5.74
C -4.23 -0.88 6.64
O -3.81 -1.53 5.47
C -3.41 -0.69 4.45
O -3.80 0.44 4.37
O -2.60 -1.35 3.65
C -2.32 -0.53 2.47
H -4.37 -1.59 7.47
H -5.23 -0.41 6.40
H -3.52 -0.14 7.02
H -3.27 -0.22 2.02
H -1.63 -1.08 1.80
H -1.84 0.46 2.68
C 0.23 -3.01 5.95
O 1.56 -2.96 5.53
C 2.42 -2.35 6.35
O 2.11 -1.97 7.49
O 3.63 -2.32 5.77
C 4.56 -1.37 6.34
H -0.35 -2.12 5.89
H 0.16 -3.37 6.96
H -0.17 -3.84 5.26
H 4.26 -0.30 6.10
H 5.49 -1.58 5.80
H 4.77 -1.49 7.40
C 1.60 6.25 -4.94
O 0.47 5.50 -4.46
C -0.59 5.48 -5.30
O -0.65 5.83 -6.44
O -1.62 4.98 -4.57
C -2.64 4.38 -5.38
H 1.28 7.27 -5.24
H 1.98 5.82 -5.84
H 2.34 6.28 -4.12
H -3.59 4.47 -4.85
H -2.34 3.37 -5.68
H -2.77 4.97 -6.25
C 4.48 -4.31 3.32
O 5.71 -4.11 2.59
C 6.09 -2.83 2.52
O 5.54 -1.91 3.04
O 7.28 -2.82 1.87
C 8.18 -1.72 2.10
H 4.27 -5.39 3.15
H 3.62 -3.68 2.94
H 4.72 -4.26 4.38
H 9.19 -2.04 1.79
H 8.25 -1.60 3.16
H 7.88 -0.89 1.47
C -5.11 -3.93 3.02
O -6.01 -3.75 1.89
C -5.66 -2.86 0.96
O -4.58 -2.35 0.87
O -6.70 -2.75 0.14
C -6.53 -1.93 -1.00
H -4.11 -3.81 2.59
H -5.25 -4.97 3.32
H -5.24 -3.17 3.78
H -6.33 -0.91 -0.77
H -7.36 -2.02 -1.67
H -5.57 -2.14 -1.53
C -0.18 -0.30 -6.04
O -1.16 -1.28 -5.62
C -2.32 -0.78 -5.17
O -2.63 0.39 -5.20
O -3.15 -1.74 -4.76
C -2.59 -2.87 -4.07
H 0.50 0.02 -5.21
H -0.62 0.61 -6.50
H 0.32 -0.78 -6.88
H -1.59 -2.69 -3.85
H -2.61 -3.77 -4.70
H -3.30 -3.05 -3.23
C -0.16 -1.82 -1.80
O -1.24 -0.90 -1.53
C -0.96 0.34 -2.06
O 0.19 0.61 -2.50
O -2.00 1.08 -2.00
C -2.04 2.35 -2.56
H 0.70 -1.37 -1.22
H 0.16 -1.73 -2.87
H -0.39 -2.85 -1.59
H -2.58 2.95 -1.84
H -2.51 2.32 -3.51
H -1.06 2.82 -2.81

Here are the Mulliken charges for atoms 1 to 8, given in e: -0.63, 1.06, -0.71, -0.28, -0.95, -0.05, 1.06, -0.28